{
  "formula": "C8H19O2P",
  "method": "ωB97M-V/def2-TZVPD",
  "homo_ev": -9.23,
  "total_charge": 0,
  "smiles": "CC[P@@](=O)(C(C)C)C(C)(C)O",
  "lumo_energy_ev": 0.82,
  "de_lowest_kj_mol": 132.3,
  "species": ["C", "C", "P", "O", "C", "C", "C", "C", "C", "C", "O", "H", "H", "H", "H", "H", "H", "H", "H", "H", "H", "H", "H", "H", "H", "H", "H", "H", "H", "H"],
  "coordinates": [[1.25363, -2.63033, -0.37248], [0.65637, -1.45015, -1.12852], [-0.19953, -0.47037, 0.13029], [-0.42527, -1.19098, 1.36198], [1.35680, 0.96662, 0.55945], [2.47204, 0.08948, 1.12722], [0.96084, 2.02418, 1.58586], [-1.77550, 0.08958, -0.56815], [-1.66211, 0.50156, -2.08629], [-2.33200, 1.21740, 0.27840], [-2.58174, -1.03239, -0.42954], [1.36126, -3.54890, -0.94165], [2.27036, -2.32254, 0.10410], [0.41771, -2.73885, 0.31413], [-0.07258, -1.69399, -1.93666], [1.34970, -0.76852, -1.81277], [1.65106, 1.53779, -0.37693], [1.95147, -0.84023, 1.60185], [2.98035, -0.29474, 0.32075], [3.06453, 0.52194, 1.86064], [0.25139, 2.78563, 1.08739], [1.73894, 2.52275, 1.98329], [0.37768, 1.65069, 2.47035], [-2.46280, 1.27882, -2.29844], [-0.62552, 0.78106, -2.18218], [-1.97255, -0.24439, -2.77986], [-2.40422, 1.05239, 1.37333], [-3.39051, 1.54980, 0.00863], [-1.62000, 2.04403, 0.22625], [-2.58980, -1.38733, 0.51954]],
  "mulliken_charge": [-1.0553, -0.5005, 0.3992, -0.8056, 0.5182, -1.4584, -1.4921, 1.3943, -1.5681, -1.6325, -0.6528, 0.3629, 0.1637, 0.3617, 0.4439, 0.3167, 0.3373, 0.2773, 0.3463, 0.5158, 0.2777, 0.5750, 0.2669, 0.3621, 0.3888, 0.3827, 0.3500, 0.3998, 0.3338, 0.3913]
}